ORCA calculation (ωB97M-V/def2-TZVPD) on a molecular structure, C54H91GeN10OPPbS2Sb2.

As for the LUMO energy: 0.02 eV. The calculation puts the maximum force at 0.01865 Eh/bohr. For the HOMO-LUMO gap, the calculation gives 7.06 eV. The calculation puts the molar mass at 1514.8 g/mol. The calculation puts the total energy at -180224.2040 eV.

Geometry as XYZ:
```
163
C54H91GeN10OPPbS2Sb2 | OMol25 | ωB97M-V/def2-TZVPD
Pb 0.58717 0.42151 0.12501
N -1.17729 2.23479 4.20765
C -0.60250 2.08262 2.98223
S 0.66417 0.91626 2.86208
N -1.06775 2.88756 2.05161
N -0.62911 2.64879 0.80522
C -0.77743 3.58244 -0.05475
C -0.34626 3.40139 -1.44469
C -0.36826 4.47325 -2.33730
C 0.08146 4.28543 -3.63252
C 0.53091 3.03039 -4.01637
C 0.50120 2.01285 -3.07494
N 0.07835 2.18965 -1.82940
H -0.68604 1.84100 4.98828
H -1.70975 3.07627 4.36626
H -1.20050 4.54222 0.24147
H -0.73040 5.43984 -2.00543
H 0.08923 5.11052 -4.33459
H 0.90643 2.83810 -5.01340
H 0.83740 1.01297 -3.33111
C 3.15881 -3.56308 1.92986
Sb 1.27988 -2.55747 1.51223
C 0.36369 -4.30536 0.65323
C 0.55921 -2.81807 3.61259
C -0.56727 -3.78194 3.80813
C -0.28460 -5.15301 3.81171
C -1.27424 -6.11472 3.91881
C -2.59656 -5.71577 4.06009
C -2.88907 -4.36430 4.13528
C -1.90254 -3.37912 4.01991
C -2.30188 -1.94663 4.19414
Sb -2.90428 -0.93528 2.34411
C -4.23539 0.43015 3.38390
C -4.52870 -2.32802 1.99387
H 3.02580 -4.30975 2.71479
H 3.89548 -2.82244 2.24848
H 3.51199 -4.05219 1.01993
H 0.51936 -5.18342 1.27650
H 0.80836 -4.45777 -0.33183
H -0.70797 -4.12004 0.54835
H 0.31982 -1.80977 3.94163
H 1.44764 -3.15714 4.14919
H 0.75387 -5.46259 3.73498
H -1.01627 -7.16738 3.89315
H -3.38724 -6.45403 4.13046
H -3.91635 -4.05440 4.30321
H -1.50116 -1.34410 4.62581
H -3.17645 -1.86892 4.84034
H -4.50035 0.01208 4.35546
H -5.14171 0.55672 2.78789
H -3.76124 1.40133 3.52562
H -5.20271 -2.34175 2.85304
H -4.12797 -3.33115 1.82839
H -5.08119 -2.02099 1.10285
C -2.79615 -6.51609 -1.23620
C -3.09138 -5.27717 -2.07917
N -1.89753 -4.74700 -2.74028
C -1.34577 -5.55523 -3.83492
C -0.03559 -6.26166 -3.49411
C -1.28130 -3.59311 -2.41972
S -1.97582 -2.61396 -1.08049
N -0.26808 -3.20021 -3.12923
C 0.75497 -2.37250 -2.76404
O 1.06946 -2.07191 -1.61558
C 1.59787 -1.88316 -3.90163
C 1.62460 -2.52959 -5.13585
C 2.46882 -2.07377 -6.13815
C 3.27834 -0.96574 -5.91736
C 3.24644 -0.31445 -4.69126
C 2.41530 -0.77671 -3.68186
H -3.68582 -6.79727 -0.66991
H -1.99247 -6.31422 -0.52530
H -2.50491 -7.36442 -1.85984
H -3.50609 -4.49962 -1.44988
H -3.82505 -5.51846 -2.85315
H -1.19501 -4.89763 -4.69287
H -2.10525 -6.29363 -4.09044
H 0.76269 -5.53430 -3.36295
H 0.24072 -6.93805 -4.30509
H -0.13442 -6.83820 -2.57257
H 0.99335 -3.39292 -5.29099
H 2.50378 -2.58687 -7.09123
H 3.93529 -0.61261 -6.70326
H 3.88035 0.54834 -4.51490
H 2.39601 -0.29988 -2.70382
C -2.30806 -0.06018 -5.90120
C -3.69625 -0.68373 -6.04136
C -4.47132 -0.74722 -4.72516
C -3.82439 -1.66514 -3.67400
Ge -2.59179 -0.86171 -2.34959
C -3.44474 0.41349 -1.12235
C -3.79862 1.74131 -1.80141
C -4.37073 2.77474 -0.82758
C -5.75748 2.40056 -0.30431
H -1.81279 0.00897 -6.87148
H -1.67069 -0.65560 -5.24332
H -2.38180 0.94935 -5.48482
H -3.60379 -1.69637 -6.44732
H -4.28348 -0.10328 -6.75763
H -5.47990 -1.10962 -4.93820
H -4.58134 0.27062 -4.33503
H -3.29348 -2.48583 -4.16894
H -4.59891 -2.12735 -3.05545
H -1.32491 -0.28400 -2.99651
H -2.75906 0.58841 -0.28809
H -4.33795 -0.06394 -0.71020
H -4.53594 1.56932 -2.59342
H -2.90165 2.15233 -2.27802
H -4.42940 3.73884 -1.34051
H -3.68509 2.89238 0.01441
H -6.46973 2.30997 -1.12939
H -6.13018 3.16130 0.38504
H -5.73024 1.45232 0.23829
N 2.61567 0.83942 -0.37886
P 4.08742 1.10721 -0.07860
N 4.67136 1.61035 1.44119
C 4.58619 0.58301 2.49669
C 5.32078 1.05405 3.74678
C 4.71513 2.36793 4.24321
C 4.77577 3.40462 3.12037
C 4.05022 2.87508 1.88885
N 5.07041 -0.23876 -0.31535
C 4.62394 -1.18621 -1.34727
C 5.47479 -2.44865 -1.30942
C 6.94892 -2.13622 -1.63029
C 7.32362 -0.71629 -1.16707
C 6.48357 -0.32376 0.04451
N 4.65120 2.37920 -1.03682
C 3.84497 2.82644 -2.17986
C 4.69406 2.85219 -3.44399
C 5.80363 3.91136 -3.30421
C 6.23027 4.06985 -1.83237
C 6.05958 2.76342 -1.06541
H 5.02077 -0.34382 2.12287
H 3.54426 0.37961 2.75933
H 6.37755 1.21097 3.50612
H 5.25577 0.28304 4.51920
H 5.24238 2.72549 5.13113
H 3.66788 2.19602 4.51566
H 5.82318 3.59847 2.86515
H 4.32200 4.34708 3.43760
H 4.09971 3.59396 1.07083
H 2.99165 2.71928 2.13665
H 4.69893 -0.75054 -2.35786
H 3.57325 -1.41647 -1.16885
H 5.07403 -3.16711 -2.02684
H 5.39418 -2.89670 -0.31627
H 7.12132 -2.22431 -2.70563
H 7.59300 -2.87017 -1.14058
H 7.13151 -0.00562 -1.97506
H 8.38613 -0.65746 -0.92244
H 6.80522 0.62783 0.46530
H 6.63414 -1.08616 0.82364
H 3.43633 3.83451 -2.00294
H 2.99768 2.14984 -2.26781
H 4.07052 3.06426 -4.31612
H 5.13691 1.85971 -3.58320
H 5.44247 4.87204 -3.67828
H 6.66382 3.63193 -3.91700
H 5.62587 4.84035 -1.34732
H 7.27284 4.38552 -1.77132
H 6.41478 2.87924 -0.03886
H 6.68474 1.99688 -1.54578
```

ORCA calculation (ωB97M-V/def2-TZVPD) on a gas-phase ion, CH3IO2P (charge -1).

Its charge is -1. The SMILES is C[P@](=O)([O-])I. As for the LUMO energy: 3.22 eV. The calculation puts the maximum force at 0.06338 Eh/bohr. For the HOMO-LUMO gap, the calculation gives 8.16 eV. The calculation puts the energy relative to the best compared isomer or geometry (same formula, charge and spin) at 17.3 kJ/mol. The calculation puts the molar mass at 204.9 g/mol. The calculation puts the total energy at -22574.3157 eV.

Geometry as XYZ:
```
8
CH3IO2P | OMol25 | ωB97M-V/def2-TZVPD
C -0.13914 0.17559 0.04085
P -1.57011 1.29194 -0.01824
O -1.68393 2.05294 -1.26140
O -1.61348 2.00831 1.27935
I -3.40963 -0.39113 -0.00542
H 0.09574 -0.23391 1.01259
H -0.18649 -0.78296 -0.41861
H 0.63949 0.71163 -0.32412
```